(1)
14
Properties=species:S:1:pos:R:3:lowdin_charge:R:1 method="wB97M-V/def2-TZVPD" e_lumo_ev=1.05 max_force_ha_per_bohr=0.0476 smiles="CC1=CC1.P" energy_ev=-13578.6410
H -3.596 -0.682 0.742 -0.166
H -0.496 1.316 0.330 -0.038
H 1.402 -1.950 -1.042 0.079
C 1.269 -0.037 -0.053 -0.233
H -2.367 1.018 0.407 -0.160
C 0.309 1.157 -0.294 -0.174
H 0.176 1.636 -1.205 0.055
C 1.606 -1.464 -0.091 -0.060
P -2.455 -0.310 -0.078 0.652
H 2.622 -1.679 0.208 0.079
C 1.624 1.126 0.400 -0.038
H 0.990 -2.014 0.543 0.049
H 2.353 1.662 1.110 0.126
H -3.438 0.221 -0.979 -0.170



(2)
80
Properties=species:S:1:pos:R:3:lowdin_charge:R:1 method="wB97M-V/def2-TZVPD" e_lumo_ev="-2.37 / -5.04" spin_multiplicity=5 max_force_ha_per_bohr=0.0693 energy_ev=-57055.6900 total_charge=+1 s2=6.027
C -3.001 1.521 -3.500 -0.225
H -1.927 -0.712 -5.560 0.061
C -4.236 -0.715 -0.547 -0.294
H -2.183 2.256 -3.502 0.039
C -4.951 -3.253 -0.682 -0.149
H -3.676 -1.578 -4.485 0.119
H -5.194 0.178 -3.577 0.098
H 2.702 0.515 -2.011 0.069
H -2.150 2.314 -0.855 0.049
C 1.709 1.100 -0.215 -0.199
C -2.797 -2.629 0.496 -0.434
H -3.666 -0.333 2.347 0.025
C 0.523 -2.584 0.404 -0.236
H -0.530 -0.107 3.058 0.045
H -2.552 1.511 0.683 0.054
H -5.893 -1.419 -3.457 0.124
H 1.940 -0.646 2.656 0.081
H -3.508 1.567 -4.476 0.070
H 2.823 0.885 2.814 0.094
H -1.534 1.332 2.766 0.071
H -2.671 -3.722 0.375 0.064
C -0.452 1.719 0.299 -0.210
H -2.460 -3.674 4.160 0.049
C 0.140 1.162 1.468 -0.173
H 1.273 2.650 -2.484 0.100
H -3.714 1.802 -2.711 0.052
H 0.007 -1.952 1.150 -0.067
P -2.110 -2.223 2.235 0.903
C -3.348 -2.646 -2.641 -0.457
H -3.284 -0.100 -0.836 0.033
H -5.698 0.533 -1.462 0.121
H -2.934 -0.720 3.933 0.049
P -2.286 -0.143 -3.243 0.846
H -6.027 -3.014 -0.696 0.115
H -0.970 -4.595 -2.761 0.023
C -5.098 -0.781 -3.048 -0.188
H 3.534 0.040 -0.512 0.073
H -2.658 -3.240 -3.250 0.093
H -4.862 -4.181 -0.098 0.123
Ir -2.416 -1.562 -1.321 1.136
H 0.262 -5.006 -1.539 0.043
C 0.529 1.698 -0.737 -0.177
H 1.896 -1.803 -1.968 0.026
C -2.539 -3.801 3.074 -0.286
H -0.470 2.867 -2.208 0.072
C 1.475 0.788 1.151 -0.211
C -4.178 -2.161 0.086 -0.437
H -1.453 -4.907 -1.079 0.021
C 2.943 0.829 -0.987 -0.045
H -4.113 -4.567 -2.176 0.121
C 0.937 -1.890 -2.498 -0.214
C -4.463 -3.525 -2.111 -0.175
H 1.089 -2.562 -3.355 0.037
H -0.699 0.442 -4.947 0.062
H 0.674 -0.892 -2.872 -0.018
H -0.567 -1.294 -4.541 0.033
H -3.569 -4.082 2.808 0.043
H 1.537 -2.178 0.285 0.023
H -1.841 -4.588 2.750 0.043
C -5.383 -0.516 -1.566 -0.149
C -0.676 -4.459 -1.713 -0.203
H -4.463 -0.102 0.342 0.116
H -6.251 -1.103 -1.235 0.118
H 0.044 1.491 3.577 0.103
H 3.579 1.726 -1.059 0.095
Si -0.356 -2.607 -1.300 0.403
H -5.303 -3.461 -2.814 0.116
C -3.737 -1.379 -3.401 -0.452
C 0.359 2.156 -2.129 -0.030
H 3.285 -0.279 1.548 0.074
H -4.247 -1.770 3.288 0.046
C -0.504 0.962 2.782 -0.034
C 2.431 0.156 2.085 -0.043
C -3.376 -1.152 3.022 -0.289
H -4.704 -2.016 1.042 0.129
H 0.163 1.310 -2.812 0.050
C -1.268 -0.471 -4.714 -0.226
C -1.847 2.207 0.196 -0.062
H -1.989 3.190 0.681 0.095
H 0.602 -3.602 0.812 0.037



So what do the calculations give for relative energy (zero: lowest compared OMol25 entry of this formula, charge and spin)? Going down the list: 2.659 0.000 eV.